{"formula": "C15H18N4O3S", "method": "the ωB97M-V functional and the def2-TZVPD basis", "species": ["C", "C", "C", "C", "C", "C", "N", "N", "C", "N", "C", "O", "C", "C", "C", "C", "C", "N", "O", "O", "C", "C", "S", "H", "H", "H", "H", "H", "H", "H", "H", "H", "H", "H", "H", "H", "H", "H", "H", "H", "H"], "coordinates": [[0.88784, 2.14651, 5.02360], [0.35050, 1.84876, 3.62868], [1.43791, 1.42716, 2.63983], [2.03738, 0.05990, 2.95984], [3.12453, -0.34680, 1.95373], [2.56174, -0.51914, 0.59469], [1.79802, -1.48006, 0.23523], [1.38147, -1.43158, -1.02227], [1.82134, -0.41225, -1.67705], [1.56921, -0.09774, -2.97893], [0.77454, -0.71811, -3.92523], [0.75259, -0.26935, -5.04401], [-0.06006, -1.88962, -3.46466], [-1.32707, -1.35013, -2.85433], [-2.19426, -0.59209, -3.63938], [-3.35581, -0.07647, -3.10292], [-3.65146, -0.32140, -1.76619], [-4.85963, 0.21552, -1.19738], [-5.07206, 0.00427, -0.02148], [-5.59355, 0.84987, -1.92594], [-2.79677, -1.07600, -0.97136], [-1.63699, -1.58819, -1.51892], [2.85966, 0.63620, -0.70833], [1.67341, 2.89786, 4.97714], [0.09056, 2.52507, 5.65858], [1.29220, 1.25190, 5.48984], [-0.40464, 1.06231, 3.68883], [-0.13805, 2.74590, 3.24203], [2.23043, 2.18002, 2.63386], [1.00080, 1.39775, 1.63832], [2.48745, 0.07596, 3.95243], [1.25075, -0.69616, 2.95056], [3.55886, -1.29881, 2.26669], [3.91030, 0.40971, 1.92976], [2.06065, 0.71380, -3.33798], [-0.30364, -2.48097, -4.34939], [0.48540, -2.48978, -2.73988], [-1.94687, -0.40565, -4.67361], [-4.03865, 0.51227, -3.69591], [-3.05462, -1.25033, 0.06202], [-0.96340, -2.17012, -0.91050]], "atomic_forces_ev_per_a": [[-0.174, -0.069, -0.164], [0.217, 0.122, -0.043], [-0.265, -0.230, 0.159], [0.157, 0.288, -0.159], [-0.107, -0.066, 0.463], [0.348, 0.624, -0.619], [0.287, -0.358, 1.514], [-0.460, -0.044, -1.492], [0.642, 0.423, 0.996], [0.335, 0.661, -0.421], [-0.088, -0.380, 0.040], [-0.050, 0.047, -0.266], [0.049, -0.132, -0.236], [-0.184, 0.021, 0.130], [0.056, -0.074, 0.161], [-0.264, 0.086, 0.215], [1.173, -0.515, -0.516], [-0.491, 0.230, 0.248], [-0.097, -0.019, 0.246], [-0.192, 0.142, -0.119], [-0.380, 0.189, 0.039], [-0.050, -0.012, -0.161], [-0.542, -0.826, 0.003], [0.105, 0.086, 0.046], [-0.011, 0.034, 0.134], [0.073, -0.055, 0.115], [-0.092, 0.012, -0.055], [-0.090, -0.048, -0.006], [0.058, 0.074, -0.067], [0.060, 0.048, -0.045], [-0.025, -0.070, 0.069], [-0.001, -0.052, 0.057], [0.092, 0.070, -0.078], [0.066, -0.060, 0.058], [-0.184, -0.204, -0.058], [0.097, 0.081, 0.020], [-0.099, -0.014, -0.135], [0.013, 0.032, -0.111], [-0.012, 0.007, -0.020], [-0.001, -0.011, 0.023], [0.031, -0.036, 0.035]], "energy_ha": -1425.24293, "e_lumo_ha": -0.0164, "smiles": "CCCCCc1nnc(NC(=O)Cc2ccc([N+](=O)[O-])cc2)s1", "gap_ev": 9.014, "e_above_lowest_kcal_mol": 91.14}